Below is a cluster of 2 separate species, C4H10N5 in total, with properties calculated with wB97M-V/def2-TZVPD.

```
19
C4H10N5 wB97M-V/def2-TZVPD
C 3.515 1.289 2.177
N 3.591 0.641 1.015
N 4.628 1.692 2.790
N 2.326 1.535 2.727
H 2.736 0.332 0.546
H 4.503 0.452 0.593
H 5.541 1.503 2.368
H 4.570 2.189 3.681
H 2.268 2.032 3.619
H 1.471 1.225 2.257
N -1.788 -0.851 -0.623
C -2.620 -0.329 -1.511
C -2.294 -2.098 -0.346
C -3.442 -2.332 -1.072
N -3.634 -1.190 -1.810
H -2.537 0.659 -1.965
H -1.806 -2.766 0.363
H -4.121 -3.183 -1.129
H -4.399 -1.016 -2.466
```

The highest occupied orbital energy is -10.815 eV. For the gap between HOMO and LUMO, the calculation gives 0.2785 hartree. Its total charge is +1. For the energy above the lowest of the compared OMol25 structures with the same formula, charge and spin, the calculation gives 55.42 kJ/mol.


Below is the ion C4H10NO with charge -1, with properties calculated with wB97M-V/def2-TZVPD.

```
16
C4H10NO wB97M-V/def2-TZVPD
C -0.076 0.816 -1.341
N -0.465 0.993 0.075
C 0.713 0.990 1.029
C -1.086 -0.388 0.408
C -0.034 -1.593 0.068
O 0.761 -1.941 1.030
H -0.853 0.925 -2.114
H 0.623 0.007 -1.703
H 0.533 1.670 -1.581
H 0.276 1.159 2.060
H 1.612 1.496 0.784
H 1.179 -0.052 1.033
H -1.229 -0.187 1.486
H -2.037 -0.303 -0.104
H 0.674 -1.190 -0.748
H -0.592 -2.402 -0.383
```

The highest occupied orbital energy is -2.103 eV. For the gap between HOMO and LUMO, the calculation gives 0.2356 hartree. Its total charge is -1. As for the SMILES: CN(C)CC[O-]. For the energy above the lowest of the compared OMol25 structures with the same formula, charge and spin, the calculation gives 261.96 kJ/mol.


Below is the ion C4H10NO with charge +1, with properties calculated with wB97M-V/def2-TZVPD.

```
16
C4H10NO wB97M-V/def2-TZVPD
C 0.824 0.102 -0.333
C 1.852 0.958 -0.791
C 1.204 -1.304 0.140
C -2.499 0.308 0.749
N -1.349 -0.325 0.183
O -0.376 0.607 -0.316
H 2.807 0.539 -0.931
H 2.015 1.657 0.039
H 1.625 1.765 -1.544
H 1.230 -1.266 1.209
H 2.257 -1.520 -0.212
H 0.499 -2.078 -0.174
H -2.887 1.171 0.185
H -3.320 -0.466 0.720
H -2.185 0.783 1.688
H -1.697 -0.932 -0.611
```

The highest occupied orbital energy is -14.496 eV. For the gap between HOMO and LUMO, the calculation gives 0.3423 hartree. Its total charge is +1. For the energy above the lowest of the compared OMol25 structures with the same formula, charge and spin, the calculation gives 314.77 kJ/mol.


Below is the ion C4H10NO2 with charge -1, with properties calculated with wB97M-V/def2-TZVPD.

```
17
C4H10NO2 wB97M-V/def2-TZVPD
N 0.735 0.780 -0.995
C 0.208 0.095 0.348
C 0.106 1.361 1.391
O 1.264 1.889 1.848
C -1.122 -0.518 0.235
C -0.723 -1.847 -0.663
O -0.385 -1.622 -1.989
H 1.657 1.242 -0.715
H 0.188 1.690 -0.864
H 0.957 -0.656 0.741
H -0.821 1.908 0.724
H -0.333 0.893 2.293
H -1.810 0.220 -0.411
H -1.571 -1.009 1.242
H -1.659 -2.445 -0.800
H -0.166 -2.742 -0.217
H 0.571 -1.242 -1.767
```

The highest occupied orbital energy is -2.694 eV. For the gap between HOMO and LUMO, the calculation gives 0.2420 hartree. Its total charge is -1. As for the SMILES: N[C@@H](C[O-])CCO. For the energy above the lowest of the compared OMol25 structures with the same formula, charge and spin, the calculation gives 507.50 kJ/mol.


Below is a cluster of 2 separate species, C4H10NO2 in total, with properties calculated with wB97M-V/def2-TZVPD.

```
17
C4H10NO2 wB97M-V/def2-TZVPD
C 1.174 -2.110 -1.783
C 0.461 -1.269 -2.525
O -0.473 -0.403 -2.084
H 1.875 -2.834 -2.170
H 0.945 -2.182 -0.721
H 0.516 -1.296 -3.613
H -0.400 -0.404 -1.084
C 0.156 0.296 1.157
O -0.538 -0.735 0.612
C -0.713 1.254 2.007
N -0.050 2.579 2.144
H 0.980 -0.012 1.855
H 0.652 0.953 0.406
H -1.663 1.457 1.508
H -0.923 0.734 2.951
H -0.691 3.215 2.607
H 0.729 2.468 2.790
```

The highest occupied orbital energy is -3.137 eV. For the gap between HOMO and LUMO, the calculation gives 0.2696 hartree. Its total charge is -1. For the energy above the lowest of the compared OMol25 structures with the same formula, charge and spin, the calculation gives 275.69 kJ/mol.


Below is a cluster of 3 separate species, C4H10NO2 in total, with properties calculated with wB97M-V/def2-TZVPD.

```
17
C4H10NO2 wB97M-V/def2-TZVPD
C 1.221 0.178 -0.281
O -0.176 2.323 1.482
C 1.006 -0.642 0.960
C -0.158 -0.567 -0.139
C -1.174 -0.362 -2.034
O -1.337 -1.420 -2.635
N 0.756 -0.043 2.203
H 1.264 1.253 -0.168
H 1.860 -0.366 -0.956
H 1.765 -1.416 1.036
H -0.280 -1.638 -0.288
H -0.968 -0.073 0.378
H -1.978 0.244 -1.551
H -0.495 0.349 -2.555
H -0.525 2.634 2.327
H 0.573 -0.788 2.875
H 0.225 1.457 1.804
```

The highest occupied orbital energy (alpha / beta) is -9.345 / -9.499 eV. For the gap between HOMO and LUMO (alpha / beta), the calculation gives 0.3577 / 0.2932 hartree. The multiplicity is 2. Its expectation value of S² is 0.76. For the energy above the lowest of the compared OMol25 structures with the same formula, charge and spin, the calculation gives 364.95 kJ/mol.


Below is a cluster of 2 separate species, C4H10NO2 in total, with properties calculated with wB97M-V/def2-TZVPD.

```
17
C4H10NO2 wB97M-V/def2-TZVPD
N 1.314 2.016 -1.766
C 1.482 0.639 -2.152
O 0.683 -0.311 -1.450
H 1.388 2.099 -0.759
H 0.371 2.311 -2.003
H 1.213 0.528 -3.201
H 2.533 0.367 -2.042
C -0.307 -0.237 1.686
O -0.205 0.734 0.741
C -1.667 -0.901 1.774
C -1.788 -2.207 1.800
H -0.026 0.159 2.677
H 0.436 -1.028 1.494
H 0.353 0.099 -0.639
H -2.490 -0.197 1.797
H -2.764 -2.669 1.778
H -0.916 -2.821 1.634
```

The highest occupied orbital energy (alpha / beta) is -9.717 / -9.700 eV. For the gap between HOMO and LUMO (alpha / beta), the calculation gives 0.3910 / 0.2626 hartree. The multiplicity is 2. Its expectation value of S² is 0.75. For the energy above the lowest of the compared OMol25 structures with the same formula, charge and spin, the calculation gives 191.32 kJ/mol.


Below is the ion C4H10NO2 with charge +1, with properties calculated with wB97M-V/def2-TZVPD.

```
17
C4H10NO2 wB97M-V/def2-TZVPD
C 1.192 1.146 1.436
C -0.125 0.371 1.576
N -0.744 0.198 0.195
C -0.646 -1.108 -0.491
C -0.125 -1.082 -1.963
O 0.055 -2.059 -2.603
O -0.034 0.188 -2.365
H 1.176 2.156 1.843
H 1.984 0.593 1.946
H 1.601 1.199 0.428
H -0.818 0.926 2.199
H 0.147 -0.634 1.887
H -1.760 0.327 0.211
H -0.558 1.008 -0.403
H 0.045 -1.835 -0.049
H -1.590 -1.653 -0.521
H 0.199 0.256 -3.325
```

The highest occupied orbital energy is -15.217 eV. For the gap between HOMO and LUMO, the calculation gives 0.4306 hartree. Its total charge is +1. As for the SMILES: CC[NH2+]CC(=O)O. For the energy above the lowest of the compared OMol25 structures with the same formula, charge and spin, the calculation gives 125.62 kJ/mol.


Below is the ion C4H10NO2 with charge +1, with properties calculated with wB97M-V/def2-TZVPD.

```
17
C4H10NO2 wB97M-V/def2-TZVPD
C -2.427 0.306 0.271
C -1.110 0.024 0.029
N -0.588 -1.444 -0.364
C -0.044 1.055 0.007
C 1.420 0.534 -0.063
O 1.714 -0.021 -1.339
O 1.698 -0.482 0.919
H -3.137 -0.522 0.187
H -2.795 1.243 0.710
H 0.306 -1.556 0.326
H -0.173 -1.543 -1.244
H -1.254 -2.164 -0.119
H -0.074 1.725 -0.762
H -0.100 1.614 1.031
H 2.103 1.419 0.154
H 2.682 -0.158 -1.492
H 1.777 -0.031 1.747
```

The highest occupied orbital energy is -14.569 eV. For the gap between HOMO and LUMO, the calculation gives 0.4162 hartree. Its total charge is +1. As for the SMILES: C=C([NH3+])CC(O)O. For the energy above the lowest of the compared OMol25 structures with the same formula, charge and spin, the calculation gives 220.34 kJ/mol.


Below is a cluster of 2 separate species, C4H10NO2 in total, with properties calculated with wB97M-V/def2-TZVPD.

```
17
C4H10NO2 wB97M-V/def2-TZVPD
O -1.066 0.354 -0.550
C -0.634 -0.753 -0.766
O -0.555 -1.273 -2.000
C -0.252 -1.623 0.332
C -0.356 -1.127 1.670
C 1.098 -0.450 1.948
N 0.054 2.955 -1.872
H -1.404 -1.162 -2.468
H 0.058 -2.618 0.011
H -0.400 -1.964 2.372
H -1.133 -0.396 1.862
H 1.172 0.296 1.154
H 1.857 -1.207 1.788
H 1.158 0.080 2.890
H -0.467 3.666 -2.348
H 1.026 3.203 -1.899
H -0.157 2.018 -2.124
```

The highest occupied orbital energy is -12.370 eV. For the gap between HOMO and LUMO, the calculation gives 0.1435 hartree. Its total charge is +1. For the energy above the lowest of the compared OMol25 structures with the same formula, charge and spin, the calculation gives 433.73 kJ/mol.


The records above give, respectively, molecular weight values of 128.2 88.1 88.1 104.1 104.1 104.1 104.1 104.1 104.1 104.1 g mol⁻¹.
The records above give, respectively, F_max values of 0.8 3.0 3.4 5.2 1.2 4.9 1.2 2.8 5.3 3.1 eV/Å.